{
  "formula": "C8H11NO2S",
  "method": "ωB97M-V/def2-TZVPD",
  "symbols": ["C", "C", "C", "C", "C", "C", "C", "C", "N", "O", "O", "S", "H", "H", "H", "H", "H", "H", "H", "H", "H", "H", "H"],
  "xyz": [[0.0205, -0.2123, -0.2639], [-0.0949, 0.9539, 0.5972], [-0.2851, -1.2609, 0.9140], [-0.5330, 0.6863, 1.8622], [-0.0548, -2.6568, 0.4970], [0.9309, -0.6640, -1.4269], [-0.7859, 1.5317, 3.0039], [0.8285, -0.0381, -2.8486], [-0.7051, -0.6562, 2.0035], [-0.6701, -2.4388, -2.3402], [1.3772, -3.4120, -1.6253], [0.3726, -2.4308, -1.3868], [-1.0928, -0.4100, -0.6969], [0.2103, 1.8912, 0.3130], [0.8318, -3.1104, 0.6351], [-1.0865, -3.2179, 0.6701], [1.9202, -0.5448, -0.9753], [0.0772, 1.7460, 3.5547], [-1.0489, 2.5668, 2.7813], [-1.5610, 1.1321, 3.5272], [0.9985, -0.8074, -3.5665], [1.5430, 0.7711, -3.0094], [-0.1965, 0.1946, -3.1157]],
  "forces_ev_per_angstrom": [[-3.60, -1.64, 1.07], [0.07, 0.67, 0.87], [0.84, 1.96, -0.28], [1.00, 0.24, -3.30], [-5.91, 1.40, -2.16], [0.12, 0.47, 2.00], [0.47, 2.65, -1.42], [-0.50, -0.66, 1.03], [0.66, -3.92, -1.09], [-2.34, 0.18, -0.64], [1.32, -0.37, 0.34], [0.79, -0.15, 0.39], [1.66, 0.67, 0.69], [0.34, 2.25, -0.82], [2.76, -1.77, 1.78], [2.61, 0.36, -0.63], [0.32, -0.53, -0.61], [1.43, -0.58, 1.37], [-0.44, -0.07, -0.70], [-1.89, -1.12, 2.02], [0.77, -0.72, -0.54], [-0.31, -0.02, 0.21], [-0.17, 0.68, 0.42]],
  "smiles": "CC1=C[C@@H]2C(=N1)CS(=O)(=O)[C@H]2C",
  "e_homo_ev": -8.77,
  "relative_energy_kcal_mol": 88.58,
  "gap_ev": 8.96
}



{
  "formula": "C51H108ClI2N7O3P",
  "method": "ωB97M-V/def2-TZVPD",
  "symbols": ["C", "C", "I", "C", "I", "C", "N", "C", "C", "N", "C", "C", "C", "C", "C", "C", "C", "C", "C", "C", "C", "C", "C", "N", "C", "C", "C", "C", "O", "C", "C", "C", "O", "C", "P", "O", "Cl", "H", "H", "H", "H", "H", "H", "H", "H", "H", "H", "H", "H", "H", "H", "H", "H", "H", "H", "H", "H", "H", "H", "H", "H", "H", "H", "H", "H", "H", "H", "H", "H", "H", "H", "H", "H", "H", "H", "H", "H", "H", "H", "H", "H", "H", "H", "H", "H", "C", "C", "N", "C", "C", "C", "C", "H", "H", "H", "H", "H", "H", "H", "H", "H", "H", "H", "H", "H", "H", "H", "C", "C", "N", "C", "C", "C", "C", "H", "H", "H", "H", "H", "H", "H", "H", "H", "H", "H", "H", "H", "H", "H", "C", "C", "N", "C", "C", "C", "C", "H", "H", "H", "H", "H", "H", "H", "H", "H", "H", "H", "H", "H", "H", "H", "C", "C", "N", "C", "C", "C", "C", "H", "H", "H", "H", "H", "H", "H", "H", "H", "H", "H", "H", "H", "H", "H"],
  "xyz": [[0.7967, 1.7087, 5.5996], [1.3005, 1.3742, 4.1494], [-0.0374, 1.9148, 2.5567], [2.4823, 0.7620, 3.8921], [3.6901, 0.2584, 5.6329], [3.0422, 0.3566, 2.4911], [2.1404, -0.6337, 1.7704], [2.0645, -0.4036, 0.3041], [3.4312, -0.0834, -0.3845], [3.0937, 0.2145, -1.8110], [4.2752, 1.1036, 0.3139], [4.6479, 2.2353, -0.7018], [3.4711, 3.2279, -1.0558], [3.6184, 3.6011, -2.5966], [2.3944, 4.3979, -3.1718], [1.0160, 3.6420, -3.0455], [0.2053, 4.3606, -1.8803], [-1.3399, 4.0068, -1.9432], [-1.9225, 4.1870, -0.4948], [-3.4254, 3.7527, -0.3254], [-3.7479, 2.3256, -0.9406], [-2.8386, 1.2505, -0.1940], [-3.6840, 0.0571, 0.4433], [-3.4662, -1.1731, -0.3355], [-2.3388, -1.9655, -0.2363], [-2.5293, -3.0734, -1.1585], [-3.8501, -2.8802, -1.7997], [-4.3704, -1.6550, -1.2459], [5.4528, 0.4926, 0.8638], [6.4449, 0.1561, -0.1091], [7.1961, -1.1348, 0.4295], [6.9118, -2.3200, -0.5677], [8.6049, -0.8791, 0.4247], [3.4206, 1.5964, 1.5580], [4.2702, 2.8732, 2.6768], [4.8515, 4.1394, 1.7136], [6.0214, 2.0617, 3.5307], [1.5864, 2.1698, 6.2302], [0.3838, 0.7558, 6.0318], [-0.0754, 2.4009, 5.4999], [3.9757, -0.2313, 2.7026], [2.5216, -1.5824, 1.9125], [1.1922, -0.6630, 2.1779], [1.5767, -1.2753, -0.2126], [1.3616, 0.4581, 0.1408], [4.0234, -1.0438, -0.4261], [2.1613, -0.1386, -2.0213], [3.8010, -0.1689, -2.4331], [5.5239, 2.7986, -0.2786], [5.0179, 1.8486, -1.6884], [2.4518, 2.8062, -0.8928], [3.5842, 4.2099, -0.5208], [4.5678, 4.1628, -2.7933], [3.7221, 2.6310, -3.1628], [2.6188, 4.5805, -4.2599], [2.3674, 5.3890, -2.6579], [0.4420, 3.6408, -4.0098], [1.1762, 2.5608, -2.7782], [0.6276, 3.9967, -0.9114], [0.3329, 5.4680, -1.9935], [-1.3798, 2.9168, -2.2213], [-1.8695, 4.6536, -2.6899], [-1.8517, 5.2867, -0.2582], [-1.2263, 3.6794, 0.2299], [-3.6203, 3.7195, 0.7840], [-4.0653, 4.5275, -0.8198], [-3.4276, 2.3210, -2.0076], [-4.8349, 2.1432, -0.7809], [-2.0423, 0.8252, -0.8540], [-2.4018, 1.7954, 0.6885], [-3.2334, -0.1352, 1.4573], [-4.7556, 0.3160, 0.5874], [-1.4357, -1.8275, 0.3895], [-1.8015, -3.8891, -1.3184], [-4.3568, -3.5255, -2.5458], [-5.3468, -1.2076, -1.5210], [7.2330, 0.9522, -0.2069], [6.0539, -0.0696, -1.1299], [6.8971, -1.3690, 1.4829], [7.6071, -3.1750, -0.3452], [7.1367, -1.9362, -1.5971], [5.8671, -2.7039, -0.4707], [9.0897, -1.7222, 0.3871], [2.5025, 2.1155, 1.1695], [5.7960, 4.2870, 1.9064], [0.8917, -2.4562, 7.8242], [1.1253, -3.9070, 8.2286], [1.9011, -4.6682, 7.2585], [1.8716, -6.1059, 7.5043], [2.5008, -6.6226, 8.7990], [3.2048, -4.1229, 6.9049], [4.2136, -3.8948, 8.0332], [0.4358, -2.3901, 6.8328], [0.2153, -1.9786, 8.5366], [1.8185, -1.8790, 7.8212], [0.1392, -4.3712, 8.3270], [1.5838, -3.9285, 9.2264], [2.3338, -6.6226, 6.6571], [0.8239, -6.4264, 7.4875], [3.5897, -6.6006, 8.7583], [2.2111, -7.6648, 8.9557], [2.1727, -6.0612, 9.6752], [3.0491, -3.1660, 6.3941], [3.6668, -4.7590, 6.1429], [3.7655, -3.4151, 8.9053], [5.0156, -3.2399, 7.6797], [4.6842, -4.8241, 8.3514], [-3.1870, -2.4520, 3.4252], [-2.9129, -3.5569, 4.4328], [-3.0107, -3.1213, 5.8186], [-2.4571, -4.0891, 6.7533], [-3.1357, -5.4557, 6.8602], [-4.2730, -2.5095, 6.2107], [-5.5526, -3.3281, 6.0248], [-2.5408, -1.5871, 3.6029], [-2.9903, -2.8156, 2.4137], [-4.2281, -2.1231, 3.4549], [-1.8915, -3.9065, 4.2482], [-3.5778, -4.4056, 4.2243], [-2.4129, -3.6393, 7.7509], [-1.4089, -4.2525, 6.4753], [-4.0780, -5.3996, 7.4047], [-2.4901, -6.1420, 7.4152], [-3.3223, -5.9063, 5.8842], [-4.3862, -1.5747, 5.6521], [-4.2072, -2.1893, 7.2550], [-5.5957, -3.8242, 5.0534], [-6.4213, -2.6674, 6.0893], [-5.6707, -4.0800, 6.8043], [-1.4168, -2.3561, -4.8704], [-1.6938, -2.3190, -6.3673], [-1.5563, -3.6148, -7.0134], [-1.5351, -3.5322, -8.4690], [-2.7948, -3.0266, -9.1745], [-2.3630, -4.6932, -6.4599], [-3.8809, -4.5000, -6.4127], [-0.4359, -2.7896, -4.6608], [-1.4281, -1.3404, -4.4671], [-2.1733, -2.9271, -4.3293], [-0.9684, -1.6301, -6.8119], [-2.6871, -1.8795, -6.5342], [-1.2711, -4.5122, -8.8784], [-0.7035, -2.8783, -8.7547], [-3.5865, -3.7755, -9.1778], [-2.5644, -2.8052, -10.2200], [-3.1831, -2.1096, -8.7284], [-2.0161, -4.8886, -5.4400], [-2.1415, -5.6195, -6.9985], [-4.1666, -3.5128, -6.0440], [-4.3220, -5.2382, -5.7369], [-4.3405, -4.6528, -7.3885], [-3.5292, 8.1225, -8.1161], [-2.3565, 8.0170, -7.1502], [-2.6374, 7.1917, -5.9838], [-1.6381, 7.3231, -4.9333], [-0.2134, 6.8565, -5.2393], [-3.0837, 5.8328, -6.2539], [-2.1704, 4.9315, -7.0892], [-4.4299, 8.4697, -7.6063], [-3.2931, 8.8387, -8.9058], [-3.7477, 7.1677, -8.5991], [-2.1284, 9.0319, -6.8103], [-1.4732, 7.6637, -7.7001], [-1.9936, 6.8056, -4.0353], [-1.5918, 8.3791, -4.6453], [-0.1367, 5.7686, -5.2478], [0.4648, 7.2162, -4.4597], [0.1570, 7.2407, -6.1908], [-4.0543, 5.8872, -6.7560], [-3.3023, 5.3316, -5.3050], [-1.7726, 5.4388, -7.9698], [-2.7365, 4.0653, -7.4429], [-1.3356, 4.5446, -6.5043]],
  "forces_ev_per_angstrom": [[-0.95, -0.17, -1.38], [0.87, -0.31, 1.05], [0.36, -0.24, 0.61], [-0.92, 0.10, -0.06], [-0.58, -0.04, -1.09], [1.28, 0.98, 1.06], [0.09, -0.85, -0.03], [-0.64, 0.80, -1.70], [-0.09, -0.54, -0.97], [-0.28, 0.02, 1.17], [-0.53, -0.86, -0.27], [-0.26, 0.67, 0.11], [0.98, 0.78, -1.24], [-0.56, -0.65, 0.02], [0.73, -0.59, -0.64], [0.16, 0.82, 0.82], [-0.79, -0.66, -1.36], [1.11, -0.33, 1.18], [-0.28, 0.60, -0.61], [0.51, -0.32, -0.19], [1.44, 0.53, 0.75], [-1.54, 0.32, 0.74], [1.91, 0.37, 0.30], [-0.65, 0.52, 0.49], [-0.58, -2.57, -2.35], [-1.21, 1.91, 0.66], [1.09, 1.53, 1.60], [0.78, -2.66, -1.29], [-0.50, 0.34, -0.72], [1.65, -0.81, 0.73], [-0.08, -0.50, -0.92], [0.43, 0.15, 0.63], [-0.19, -0.03, -0.14], [1.25, -0.78, -1.00], [-0.41, 1.75, 1.05], [0.09, -1.75, 0.58], [-0.44, 0.12, -1.00], [-0.53, -0.46, -0.51], [0.63, 0.87, -0.15], [0.81, -0.44, 0.24], [-0.71, 0.78, -0.44], [-0.07, 0.46, 0.11], [0.26, 0.38, -0.12], [0.56, 0.57, 0.80], [0.67, -0.65, 0.26], [-0.20, 1.00, 0.73], [0.47, -0.03, -0.42], [-0.46, -0.01, 0.05], [-0.96, -0.46, -0.22], [-0.42, -0.14, 1.12], [0.82, 0.18, -0.03], [-0.30, -1.11, -0.04], [-0.75, -0.34, 0.40], [-0.21, 0.87, 0.46], [-0.22, 0.00, 1.02], [-0.18, -0.68, -0.47], [0.48, 0.23, 0.86], [-0.08, 0.89, -0.21], [-0.31, 0.58, -0.59], [-0.01, -0.94, 0.35], [-0.27, 1.02, -0.02], [0.40, -0.74, 0.56], [-0.06, -1.00, -0.03], [-0.75, 0.26, -0.61], [-0.19, 0.16, -1.05], [0.40, -0.63, 0.57], [-0.88, 0.05, 0.61], [0.81, -0.13, -0.45], [-0.59, 0.41, 0.64], [-0.02, -0.57, -0.89], [-0.66, 0.07, -0.83], [0.73, -0.40, -0.40], [-1.16, 0.40, -0.27], [-0.67, 0.64, 0.10], [0.55, 0.63, 0.72], [1.03, -0.03, 0.68], [-0.88, -0.50, 0.12], [-0.08, 0.26, 0.83], [-0.15, 0.25, -0.87], [-0.69, 0.69, -0.23], [-0.34, -0.55, 0.81], [0.72, 0.36, -0.27], [-0.36, 0.47, 0.06], [0.88, -0.33, 0.60], [-0.34, -0.03, -0.17], [0.10, 0.04, 0.01], [0.06, 0.17, -0.06], [-0.09, -0.22, -0.26], [-0.19, -0.15, -0.01], [0.10, -0.17, 0.04], [-0.02, 0.31, -0.03], [0.23, 0.02, -0.03], [0.03, -0.06, 0.00], [0.03, -0.04, -0.01], [0.00, 0.01, -0.03], [0.15, -0.22, -0.03], [-0.05, 0.06, 0.09], [0.07, 0.17, -0.02], [-0.02, 0.17, 0.02], [-0.03, 0.05, 0.06], [0.00, 0.05, -0.02], [0.01, 0.01, -0.04], [-0.13, 0.02, 0.09], [-0.18, -0.16, 0.10], [-0.03, -0.03, -0.03], [-0.03, -0.02, 0.01], [-0.06, 0.04, 0.10], [-0.14, 0.02, -0.10], [-0.06, 0.11, 0.01], [0.29, 0.09, 0.13], [0.28, -0.10, 0.08], [-0.03, -0.12, 0.16], [-0.17, 0.23, -0.18], [-0.18, 0.01, 0.12], [-0.04, 0.01, 0.11], [-0.06, -0.02, 0.03], [0.06, 0.06, -0.02], [-0.03, -0.11, 0.27], [0.00, -0.04, -0.14], [-0.13, 0.11, -0.08], [-0.05, 0.04, -0.13], [-0.02, -0.02, -0.09], [-0.01, 0.04, -0.03], [0.00, 0.04, 0.01], [0.08, -0.07, -0.08], [0.19, -0.16, -0.02], [0.04, 0.01, 0.02], [0.05, -0.02, -0.01], [0.02, -0.07, -0.10], [-0.09, -0.04, 0.05], [0.03, -0.06, 0.13], [0.20, -0.11, -0.23], [0.17, 0.10, -0.12], [-0.08, -0.05, -0.19], [0.00, -0.06, 0.33], [-0.16, -0.16, 0.00], [-0.04, -0.06, -0.07], [-0.06, -0.03, -0.02], [0.07, 0.04, 0.03], [-0.06, -0.14, -0.21], [-0.03, 0.11, 0.05], [-0.06, -0.04, 0.17], [-0.02, 0.04, 0.16], [-0.02, 0.07, 0.05], [0.01, -0.01, 0.05], [0.01, -0.04, 0.02], [0.03, 0.12, -0.02], [0.08, 0.17, -0.15], [0.04, 0.00, -0.02], [0.03, 0.03, -0.02], [-0.02, 0.12, 0.03], [-0.01, -0.09, -0.05], [-0.15, -0.01, -0.11], [0.04, 0.01, 0.35], [0.00, 0.22, 0.07], [0.17, -0.10, 0.17], [-0.25, -0.03, -0.22], [0.01, -0.24, 0.02], [0.04, -0.06, 0.03], [0.02, -0.04, 0.04], [-0.03, 0.04, 0.02], [0.10, -0.13, 0.19], [0.05, 0.05, -0.08], [-0.10, -0.08, -0.12], [-0.07, 0.01, -0.14], [0.02, 0.02, -0.09], [-0.03, 0.00, -0.02], [-0.05, -0.02, 0.01], [0.07, 0.11, -0.03], [0.13, 0.18, 0.07], [-0.01, 0.02, 0.04], [0.01, 0.05, 0.01], [0.06, 0.07, -0.08]],
  "e_homo_ev": -9.43,
  "total_charge": 1,
  "gap_ev": 6.35
}